1.
A cluster of 2 separate species, C5H14N2O4Si in total at a distorted geometry. Source: OMol25; level of theory: the ωB97M-V functional and the def2-TZVPD basis.

Last column: natural (NBO) charge in e.
Positions of all 26 atoms, in Å:
1 C 3.78557 0.07036 0.58003  -0.623
2 C -1.06741 -1.82070 -0.20080  -0.395
3 C -1.34121 -0.72767 2.00815  -0.391
4 C -2.28267 0.53532 -2.36961  -0.237
5 C 2.62633 -0.87235 0.28496  -0.047
6 N -1.07291 -0.59146 0.61784  -0.879
7 N 0.37380 2.01607 0.47710  -0.227
8 O -1.12184 2.22803 1.02662  -0.817
9 O 0.74081 3.02318 -0.37936  -0.560
10 O -1.36170 1.22160 -1.54954  -0.910
11 O 2.17571 -0.94656 -0.80989  -0.226
12 Si -0.99317 0.99867 0.00631  2.247
13 H 4.71091 -0.38912 1.05822  0.212
14 H 4.21256 0.62799 -0.21708  0.228
15 H 3.34275 0.64629 1.38331  0.235
16 H -0.52045 -1.66052 -1.01180  0.203
17 H -0.85339 -2.74092 0.32676  0.205
18 H -2.04017 -2.12816 -0.54650  0.175
19 H -0.90561 -1.69179 2.29088  0.183
20 H -1.00070 0.09973 2.48868  0.218
21 H -2.38889 -0.84852 2.32769  0.171
22 H -1.78480 0.37811 -3.30926  0.189
23 H -3.18746 1.20444 -2.50196  0.192
24 H -2.49076 -0.54736 -1.86121  0.173
25 H 0.24943 3.16897 -1.29108  0.456
26 H 2.19526 -1.25361 1.17152  0.223

Results
- Energy above the lowest of the compared OMol25 structures with the same formula, charge and spin: 69.89 kcal per mole
- Expectation value of S²: 2.006
- HOMO level (spin up / spin down): -5.745 / -8.922 eV
- Molar mass: 194.3 Da
- Lowest unoccupied orbital energy (spin up / spin down): 0.6 / -2.2 eV
- 2S+1: 3

=====

2.
The molecule C3H3NOS2 at a distorted geometry. Source: OMol25; level of theory: the ωB97M-V functional and the def2-TZVPD basis.

Last column: natural (NBO) charge in e.
Positions of all 10 atoms, in Å:
1 C 1.14446 0.31117 -0.05091  -0.433
2 C 0.35634 -0.97774 0.15439  -0.177
3 C -1.20955 1.11952 -0.15995  -0.217
4 H 1.04393 -1.75368 -0.15191  0.246
5 H 0.08009 -1.23162 1.30101  0.219
6 H -1.88178 2.11402 0.09451  0.238
7 N -1.78401 -0.08629 -0.30406  -0.070
8 O -1.00955 -1.19152 -0.43268  -0.331
9 S 2.74774 -0.04435 -0.28538  -0.001
10 S 0.51232 1.74049 -0.16502  0.528

Results
- Energy above the lowest of the compared OMol25 structures with the same formula, charge and spin: 105.37 kcal per mole
- SMILES: S=C1CON=CS1
- HOMO level: -9.060 eV
- Molar mass: 133.2 Da
- Lowest unoccupied orbital energy: -1.0 eV

=====

3.
A structure of composition C18H36O18 at a distorted geometry. Source: OMol25; level of theory: the ωB97M-V functional and the def2-TZVPD basis.

Last column: Mulliken charge in e.
Positions of all 72 atoms, in Å:
1 C 0.27687 -1.27156 2.36104  -0.220
2 O 1.19277 -0.89573 1.31467  -0.403
3 C 1.06459 0.20341 0.66688  0.237
4 O 0.41926 1.19253 1.01841  -0.399
5 O 1.68205 0.11978 -0.52497  0.059
6 C 1.76133 1.33213 -1.30144  -2.602
7 H -0.73603 -1.35311 1.96674  0.737
8 H 0.03262 -0.59202 3.17753  0.070
9 H 0.47575 -2.23378 2.83293  0.667
10 H 1.28740 1.17155 -2.26980  1.178
11 H 2.81817 1.42427 -1.55182  0.875
12 H 1.53526 2.31403 -0.88568  0.823
13 C -5.11377 3.13009 -0.26761  -0.794
14 O -4.21939 2.29787 0.36169  -0.249
15 C -3.46417 1.42422 -0.33169  0.691
16 O -3.32750 1.33338 -1.57215  -0.642
17 O -2.83794 0.63568 0.61657  -0.423
18 C -1.77312 -0.25489 0.27164  -0.496
19 H -5.58010 2.62579 -1.11396  0.332
20 H -4.64563 3.95251 -0.80849  0.313
21 H -5.89098 3.63779 0.30360  0.282
22 H -1.00631 -0.06618 1.02294  -0.691
23 H -1.39201 0.10830 -0.68280  0.553
24 H -2.03040 -1.31392 0.29131  0.931
25 C -2.55211 -4.28129 -2.33478  -0.690
26 O -1.30538 -3.56103 -2.37194  -0.396
27 C -1.05604 -2.62657 -1.55989  0.709
28 O -1.82509 -2.24769 -0.65771  -0.707
29 O 0.14719 -2.10155 -1.87508  -0.564
30 C 0.68087 -1.05676 -1.15270  0.321
31 H -2.61920 -5.10361 -3.04709  0.271
32 H -3.37965 -3.60975 -2.56347  0.307
33 H -2.78861 -4.60924 -1.32254  0.287
34 H 0.72935 -0.09989 -1.67246  -0.240
35 H 1.72593 -1.32570 -0.99903  0.309
36 H 0.28723 -0.83011 -0.16185  -0.182
37 C 1.26747 -5.28828 5.32754  -0.728
38 O 0.87355 -3.93214 5.21504  -0.342
39 C 0.73285 -3.40577 3.93271  0.180
40 O 1.03759 -3.93604 2.85336  -0.492
41 O 0.13727 -2.18468 3.92142  -0.051
42 C -0.62450 -1.57923 4.98353  -0.687
43 H 2.25996 -5.52975 4.94709  0.318
44 H 0.65202 -6.05365 4.85476  0.320
45 H 1.36069 -5.59970 6.36794  0.283
46 H -1.60521 -2.05485 4.99296  0.300
47 H -0.65779 -0.52685 4.70161  0.326
48 H -0.19650 -1.60513 5.98566  0.321
49 C 2.12610 3.03429 -4.00401  -0.908
50 O 3.23240 2.59882 -3.23005  -0.385
51 C 3.65279 1.34139 -3.37746  0.963
52 O 3.45240 0.55673 -4.27357  -0.566
53 O 4.29824 1.03314 -2.26560  -0.386
54 C 4.45582 -0.30446 -1.98477  -0.703
55 H 1.18215 2.66369 -3.60437  0.362
56 H 2.31405 2.64045 -5.00285  0.501
57 H 2.08979 4.12019 -4.09122  0.270
58 H 4.80892 -0.51235 -0.97473  0.261
59 H 5.31163 -0.58631 -2.59817  0.382
60 H 3.51458 -0.84375 -2.09130  0.329
61 C 1.08067 3.43757 -2.39718  0.029
62 O -0.07563 3.05031 -1.67511  -0.430
63 C -0.26877 3.33098 -0.42555  0.503
64 O 0.51945 3.85434 0.31592  -0.614
65 O -1.46315 2.76952 -0.08633  -0.010
66 C -1.96299 2.86555 1.25361  -1.246
67 H 1.86342 2.70734 -2.19188  -0.408
68 H 1.51515 4.35617 -2.00286  0.331
69 H 0.83587 3.56062 -3.45219  0.325
70 H -2.58832 2.02507 1.55469  0.603
71 H -2.56434 3.76546 1.38261  0.357
72 H -1.14060 2.76238 1.96152  0.439

Results
- Energy above the lowest of the compared OMol25 structures with the same formula, charge and spin: 656.63 kcal per mole
- HOMO level: -8.214 eV
- Molar mass: 540.5 Da
- Lowest unoccupied orbital energy: 0.4 eV

=====

4.
A cluster of 2 separate species, C8H8FOPS in total at a distorted geometry. Source: OMol25; level of theory: the ωB97M-V functional and the def2-TZVPD basis.

Last column: natural (NBO) charge in e.
Positions of all 20 atoms, in Å:
1 C 1.62477 -1.74750 -0.55179  -0.270
2 C 2.51341 0.51101 -0.09303  -0.278
3 C 0.54525 -1.19957 -1.19517  -0.218
4 C 1.31978 1.07464 -0.54903  -0.256
5 C 2.62083 -0.88813 -0.00487  0.399
6 C 0.31052 0.24194 -1.09065  -0.212
7 C -2.89397 -0.06208 1.50779  -0.265
8 C -2.43554 0.50944 2.55335  -0.505
9 O -0.88251 2.48161 -1.73563  -0.854
10 F 3.69237 -1.40087 0.53118  -0.308
11 P -3.74613 -0.82698 0.31223  0.340
12 S -1.09492 0.91470 -2.00572  0.600
13 H 1.82493 -2.81550 -0.59998  0.229
14 H 3.17679 1.17612 0.45190  0.228
15 H -0.11495 -1.98818 -1.56254  0.230
16 H 0.99994 2.02518 -0.23530  0.226
17 H -1.55289 1.03837 2.43331  0.226
18 H -2.77544 0.13016 3.45508  0.232
19 H -0.05838 2.83340 -2.15484  0.486
20 H -3.07386 -2.00775 0.53372  -0.031

Results
- SMILES: OSc1ccc(F)cc1.C=C=P
- HOMO level: -7.980 eV
- Molar mass: 202.2 Da
- Lowest unoccupied orbital energy: 0.4 eV